ORCA calculation (the ωB97M-V functional and the def2-TZVPD basis) on a single C4H9NO2S molecule at a distorted geometry.

Relative energy (zero: lowest compared OMol25 entry of this formula, charge and spin)   350.7 kJ/mol
SMILES   C=C(CC)S(N)(=O)=O
E_HOMO   -9.42 eV

Each line ends with the natural charge from an NBO analysis.
CARTESIAN COORDINATES (ANGSTROEM)
C 0.360 -1.434 -1.686  -0.29
C 0.176 -0.136 -0.881  -0.25
C 1.363 0.661 1.146  -0.58
C 1.225 0.788 -0.409  -0.50
N -1.583 -0.537 1.192  -1.06
O -1.699 1.604 -0.085  -0.94
O -2.323 -0.437 -1.302  -0.94
S -1.504 0.224 -0.309  2.27
H -0.432 -1.937 -2.058  0.21
H 1.313 -1.669 -2.014  0.19
H 2.320 1.145 1.477  0.21
H 0.352 1.147 1.606  0.21
H 1.391 -0.342 1.511  0.21
H 2.281 0.566 -0.642  0.23
H 0.928 1.822 -0.523  0.24
H -2.087 -1.483 1.162  0.41
H -2.079 0.018 1.813  0.39


ORCA calculation (the ωB97M-V functional and the def2-TZVPD basis) on a single C4H9NO2S molecule at a distorted geometry.

Relative energy (zero: lowest compared OMol25 entry of this formula, charge and spin)   213.9 kJ/mol
SMILES   NCC(=S)OCCO
E_HOMO   -8.85 eV

Each line ends with the natural charge from an NBO analysis.
CARTESIAN COORDINATES (ANGSTROEM)
C 1.625 0.849 -0.222  -0.32
C 1.289 -0.636 -0.005  0.22
C -1.062 0.055 0.113  -0.09
C -2.253 -0.857 0.193  -0.08
H 3.130 1.286 1.122  0.37
H 3.574 0.549 -0.370  0.38
H 0.829 1.389 0.260  0.20
H 1.510 1.044 -1.309  0.21
H -0.944 0.473 -0.919  0.19
H -1.243 0.864 0.786  0.19
H -2.089 -1.697 -0.546  0.18
H -2.256 -1.175 1.211  0.18
H -4.063 -0.624 -0.580  0.48
N 2.971 1.236 0.128  -0.82
O 0.054 -0.819 0.437  -0.51
O -3.380 -0.069 -0.206  -0.73
S 2.307 -1.869 -0.093  -0.05


ORCA calculation (the ωB97M-V functional and the def2-TZVPD basis) on a single C4H9NO2S molecule at a distorted geometry.

Relative energy (zero: lowest compared OMol25 entry of this formula, charge and spin)   158.9 kJ/mol
SMILES   O=CN[C@H](CO)CS
E_HOMO   -8.85 eV

Each line ends with the natural charge from an NBO analysis.
CARTESIAN COORDINATES (ANGSTROEM)
O 1.651 -0.185 -2.309  -0.60
C 0.895 0.760 -2.264  0.53
N 0.119 1.016 -1.180  -0.62
C 0.044 0.172 0.013  -0.14
C 0.555 0.910 1.249  -0.50
S 0.878 -0.136 2.730  -0.05
C -1.100 -0.863 0.000  -0.07
O -0.854 -1.968 0.878  -0.75
H 0.721 1.494 -3.066  0.12
H -0.624 1.693 -1.154  0.39
H 0.823 -0.605 -0.124  0.24
H 1.430 1.540 1.101  0.24
H -0.202 1.611 1.599  0.20
H -0.305 -0.761 2.715  0.14
H -1.263 -1.319 -0.993  0.19
H -2.103 -0.566 0.360  0.18
H -0.666 -2.793 0.444  0.48


ORCA calculation (the ωB97M-V functional and the def2-TZVPD basis) on a single C4H9NO2S molecule at a distorted geometry.

Relative energy (zero: lowest compared OMol25 entry of this formula, charge and spin)   185.6 kJ/mol
SMILES   N[C@H](CCS)C(=O)O
E_HOMO   -9.14 eV

Each line ends with the natural charge from an NBO analysis.
CARTESIAN COORDINATES (ANGSTROEM)
O -1.304 -0.625 2.047  -0.59
C -1.601 -0.305 0.954  0.79
O -2.877 0.070 0.731  -0.68
C -0.621 -0.119 -0.285  -0.14
C 0.700 -0.200 0.442  -0.46
C 1.719 0.579 -0.437  -0.56
S 1.591 2.357 -0.202  -0.04
N -0.909 -1.245 -1.235  -0.82
H -3.395 -0.348 1.407  0.49
H -0.824 0.887 -0.839  0.24
H 0.488 0.237 1.507  0.25
H 0.970 -1.166 0.686  0.22
H 2.749 0.129 -0.395  0.24
H 1.570 0.284 -1.631  0.20
H 2.826 2.812 0.082  0.14
H -0.334 -1.191 -2.016  0.36
H -0.748 -2.154 -0.816  0.36


ORCA calculation (the ωB97M-V functional and the def2-TZVPD basis) on a single C4H9NO2S molecule at a distorted geometry.

Relative energy (zero: lowest compared OMol25 entry of this formula, charge and spin)   262.3 kJ/mol
SMILES   CNC(=O)SCCO
E_HOMO   -9.47 eV

Each line ends with the natural charge from an NBO analysis.
CARTESIAN COORDINATES (ANGSTROEM)
C 3.388 -0.044 0.432  -0.42
C 0.857 0.494 -0.247  0.54
C -1.492 -0.914 -0.475  -0.57
C -2.544 -0.228 0.472  -0.07
H 3.376 -0.423 1.481  0.21
H 3.475 -1.067 -0.133  0.22
H 4.269 0.791 0.225  0.23
H 2.147 1.701 0.199  0.40
H -1.765 -0.857 -1.626  0.24
H -1.705 -1.982 -0.238  0.22
H -2.125 -0.420 1.414  0.16
H -3.362 -0.969 0.259  0.18
H -2.047 1.470 -0.099  0.49
N 2.195 0.632 -0.109  -0.64
O 0.016 1.347 -0.517  -0.65
O -2.850 1.171 0.361  -0.72
S 0.237 -1.167 -0.035  0.18


ORCA calculation (the ωB97M-V functional and the def2-TZVPD basis) on a 3-piece molecular cluster, C4H9NO2S2 overall at a distorted geometry.

Relative energy (zero: lowest compared OMol25 entry of this formula, charge and spin)   268.5 kJ/mol
E_HOMO   -8.22 eV

Each line ends with the natural charge from an NBO analysis.
CARTESIAN COORDINATES (ANGSTROEM)
C 0.471 0.450 1.480  0.43
C 3.205 1.234 -0.007  -0.72
C -2.848 -0.680 -0.183  -0.54
C -1.616 -1.296 -0.487  0.14
N -0.582 -1.500 0.294  -0.65
O -0.318 1.274 1.420  -0.57
O 1.940 -1.009 -0.647  -0.89
S -2.749 1.152 -0.813  -0.07
S 1.615 0.561 -0.760  0.52
H 3.052 2.294 -0.154  0.21
H 3.985 0.902 -0.684  0.23
H 3.186 0.981 0.998  0.22
H -3.670 -1.238 -0.626  0.25
H -3.090 -0.493 0.807  0.23
H -1.509 -1.581 -1.502  0.19
H -0.854 -1.100 1.272  0.34
H 1.230 -1.340 0.004  0.52
H -1.448 1.388 -0.412  0.16